C12H15Br9O9 | wB97M-V/def2-TZVPD

```
45
Properties=species:S:1:pos:R:3:lowdin_charge:R:1
C 1.30 -12.60 -10.50 -1.591
Br 2.68 -12.47 -11.84 0.579
Br 1.91 -11.75 -8.89 0.563
Br 0.90 -14.50 -10.22 0.586
H 0.40 -12.11 -10.85 -0.025
C -7.88 -13.68 -11.65 -1.545
Br -7.71 -15.56 -12.14 0.569
Br -8.31 -13.59 -9.72 0.522
Br -9.19 -12.84 -12.84 0.555
H -6.97 -13.12 -11.78 -0.061
C -3.51 -11.95 -8.54 -1.533
Br -3.51 -10.05 -8.04 0.561
Br -4.83 -12.86 -7.43 0.543
Br -1.72 -12.67 -8.23 0.572
H -3.82 -12.11 -9.56 -0.049
C -4.97 -9.58 -13.72 -0.115
C -5.87 -9.68 -12.46 -0.111
O -6.28 -8.34 -12.25 0.074
C -5.53 -7.50 -12.98 -0.590
O -5.58 -6.32 -12.89 0.164
O -4.73 -8.18 -13.83 0.064
H -5.39 -10.02 -14.62 0.128
H -4.03 -10.10 -13.58 0.116
H -5.26 -10.04 -11.64 0.114
H -6.73 -10.31 -12.66 0.114
C -0.83 -16.97 -7.67 -0.103
C -0.46 -18.47 -7.48 -0.088
O -0.51 -19.00 -8.82 0.077
C -0.98 -18.07 -9.66 -0.589
O -1.18 -18.20 -10.83 0.173
O -1.33 -16.96 -9.00 0.002
H 0.04 -16.34 -7.49 0.118
H -1.67 -16.69 -7.04 0.133
H -0.97 -19.03 -6.70 0.130
H 0.61 -18.50 -7.24 0.127
C -3.48 -15.79 -11.92 -0.081
C -2.64 -15.05 -10.88 -0.146
O -2.93 -13.67 -11.14 0.014
C -3.96 -13.57 -11.98 -0.580
O -4.46 -12.55 -12.36 0.143
O -4.44 -14.79 -12.28 0.030
H -3.94 -16.71 -11.57 0.136
H -2.85 -16.04 -12.77 0.137
H -1.59 -15.27 -11.03 0.052
H -2.89 -15.23 -9.84 0.111
```

- relative energy (zero: lowest compared OMol25 entry of this formula, charge and spin) (kJ/mol) = 20.50
- frontier orbital gap (Eh) = 0.3646

C14H25FP2Pd | wB97M-V/def2-TZVPD

```
43
Properties=species:S:1:pos:R:3:lowdin_charge:R:1
Pd -1.09 0.02 -0.53 0.549
C 1.48 2.85 -1.58 -0.289
P 0.96 1.45 -0.52 0.835
C 1.66 1.96 1.09 -0.266
C 2.07 0.07 -0.97 -0.384
C 3.11 0.19 -1.89 -0.084
C 3.91 -0.91 -2.21 -0.074
C 3.68 -2.13 -1.60 -0.076
C 2.64 -2.26 -0.69 -0.096
C 1.81 -1.18 -0.38 -0.366
P 0.35 -1.45 0.75 0.824
C 1.22 -1.86 2.30 -0.263
C -0.28 -3.06 0.20 -0.266
H 1.23 2.64 -2.62 0.049
H 2.54 3.08 -1.50 0.043
H 0.91 3.72 -1.26 0.039
H 2.75 1.83 1.12 0.050
H 1.21 1.38 1.90 0.017
H 1.43 3.02 1.26 0.040
H 3.30 1.14 -2.37 0.091
H 4.70 -0.80 -2.93 0.105
H 4.30 -2.98 -1.83 0.105
H 2.46 -3.23 -0.24 0.094
H 1.94 -2.66 2.11 0.041
H 0.51 -2.19 3.06 0.044
H 1.75 -0.99 2.68 0.034
H 0.46 -3.86 0.26 0.036
H -0.62 -2.95 -0.83 0.049
H -1.14 -3.33 0.81 0.044
F -1.63 -0.51 -2.37 -0.626
C -3.46 2.11 -0.22 -0.092
C -3.23 1.05 0.85 -0.515
C -4.50 0.85 1.68 -0.089
C -2.81 -0.28 0.28 -0.285
H -3.63 3.09 0.23 0.076
H -4.35 1.86 -0.82 0.086
H -2.63 2.20 -0.92 0.051
H -2.44 1.40 1.53 0.119
H -5.31 0.47 1.06 0.082
H -4.82 1.80 2.11 0.076
H -4.34 0.14 2.50 0.073
H -3.45 -0.64 -0.53 0.075
H -2.66 -1.05 1.03 0.044
```

- relative energy (zero: lowest compared OMol25 entry of this formula, charge and spin) (kJ/mol) = 190.26
- frontier orbital gap (Eh) = 0.2844

C33H37NO2PPdSeSi | wB97M-V/def2-TZVPD

```
77
Properties=species:S:1:pos:R:3:lowdin_spin:R:1
Pd -0.22 -0.28 0.33 1.137
C 3.03 0.22 1.35 0.042
P 1.75 -1.09 1.18 0.226
C 1.73 -2.06 2.75 0.040
C 2.36 -2.37 0.06 0.018
C 3.65 -2.26 -0.64 0.012
C 4.22 -3.33 -1.15 -0.001
C 3.61 -4.62 -1.14 0.018
C 2.30 -4.71 -0.71 -0.002
C 1.74 -3.60 0.01 0.019
H 4.03 -0.14 1.44 0.008
H 2.67 0.80 2.18 0.000
H 2.98 0.81 0.43 0.002
H 2.71 -2.58 2.93 0.009
H 0.88 -2.81 2.71 0.001
H 1.61 -1.32 3.53 0.000
H 4.17 -1.29 -0.74 0.001
H 5.23 -3.37 -1.60 0.000
H 4.11 -5.47 -1.57 0.001
H 1.71 -5.57 -0.84 -0.001
H 0.81 -3.78 0.56 0.001
C -1.77 0.05 3.25 0.073
Si -0.93 1.19 2.09 0.350
C 0.52 2.15 2.72 0.084
C -2.37 2.53 1.68 0.059
C -3.70 2.36 2.04 0.018
C -4.57 3.44 2.17 -0.001
C -4.08 4.75 1.94 0.018
C -2.82 4.91 1.40 0.000
C -1.99 3.83 1.32 0.017
H -1.89 0.53 4.22 0.014
H -1.27 -0.89 3.35 0.003
H -2.78 -0.19 2.89 0.000
H 0.25 3.13 3.13 0.011
H 1.29 2.37 1.99 0.005
H 0.97 1.52 3.52 0.001
H -4.03 1.36 2.34 0.001
H -5.70 3.28 2.35 0.000
H -4.69 5.64 2.05 0.001
H -2.34 5.85 1.13 0.000
H -0.98 4.01 1.04 0.001
C 3.24 4.99 -2.93 0.014
C 2.27 3.98 -2.41 0.074
C 0.96 4.39 -2.15 0.000
C -0.09 3.48 -2.05 0.053
C -1.52 3.93 -1.96 0.026
C 0.21 2.07 -2.07 0.130
Se -1.20 0.76 -1.80 1.066
C 1.55 1.69 -2.30 0.070
C 1.92 0.27 -2.55 0.023
C 2.55 2.64 -2.43 0.000
H 4.18 4.53 -3.23 0.000
H 3.48 5.71 -2.15 0.005
H 2.88 5.55 -3.82 0.004
H 0.72 5.47 -2.03 0.000
H -1.65 4.99 -1.72 0.001
H -2.17 3.19 -1.46 0.020
H -1.89 3.83 -3.06 0.003
H 1.33 -0.33 -1.85 0.014
H 3.01 0.03 -2.51 0.000
H 1.55 -0.10 -3.52 0.003
H 3.53 2.38 -2.68 -0.001
O -1.22 -2.14 -2.44 0.066
C -1.35 -2.64 -1.31 0.015
N -0.99 -2.22 -0.02 0.179
C -1.46 -3.05 0.94 0.016
O -1.15 -3.05 2.16 0.009
C -2.19 -4.18 0.31 0.006
C -2.90 -5.25 0.83 0.001
C -3.62 -6.04 -0.06 0.000
C -3.52 -5.84 -1.46 0.001
C -2.75 -4.78 -1.92 0.002
C -2.09 -3.96 -1.06 0.013
H -2.73 -5.48 1.88 0.000
H -4.30 -6.75 0.29 0.000
H -4.11 -6.51 -2.12 0.000
H -2.69 -4.52 -3.01 0.000
```

- 2S+1 = 5
- relative energy (zero: lowest compared OMol25 entry of this formula, charge and spin) (kJ/mol) = 0.00
- expectation value of S² = 6.02
- frontier orbital gap (spin up / spin down) (Eh) = 0.2514 / 0.1829
- charge = +1

C2H4N2O3 | wB97M-V/def2-TZVPD

```
11
Properties=species:S:1:pos:R:3:lowdin_charge:R:1
C 0.17 -1.14 0.51 -0.477
C -0.19 1.38 -0.41 -0.244
H 2.00 -0.67 0.92 0.282
H 0.06 2.22 -1.18 0.184
H -1.00 1.55 0.21 0.104
H -1.40 -1.58 -0.87 0.174
N 0.88 -0.01 1.21 0.119
N -1.10 -0.76 -0.24 0.053
O 0.47 -2.22 0.84 0.117
O 0.94 0.95 0.13 -0.152
O -0.83 0.27 -1.11 -0.160
```

- relative energy (zero: lowest compared OMol25 entry of this formula, charge and spin) (kJ/mol) = 678.40
- frontier orbital gap (Eh) = 0.3607

C19H33FINO7S2 | wB97M-V/def2-TZVPD

```
64
Properties=species:S:1:pos:R:3:lowdin_charge:R:1
C 1.56 4.83 -1.96 -0.033
C 2.42 3.82 -2.71 -0.337
F 3.69 3.82 -2.15 -0.007
C 1.81 2.40 -2.74 -0.040
C 2.59 1.19 -2.21 -0.371
C 1.84 -0.10 -2.57 -0.101
C 0.38 -0.23 -2.13 -0.165
C 0.20 -1.13 -0.89 -0.169
C -1.24 -1.18 -0.37 -0.129
N -1.95 0.08 -0.49 -0.129
C -3.04 0.29 -1.27 -0.104
C -3.43 1.60 -1.15 -0.099
C -2.52 2.20 -0.23 -0.101
C -1.64 1.24 0.15 -0.120
O 3.86 1.10 -2.93 -0.142
S 5.13 1.06 -2.00 0.598
O 6.09 1.99 -2.47 -0.205
O 5.49 -0.30 -1.76 -0.220
O 4.42 1.62 -0.70 -0.154
C 3.05 1.18 -0.73 -0.296
C 2.23 1.90 0.30 -0.204
C 2.74 1.77 1.72 -0.741
C 1.97 2.69 2.67 -0.165
I 2.60 -0.26 2.43 0.883
H 0.77 5.22 -2.61 0.087
H 2.19 5.67 -1.68 0.088
H 1.09 4.41 -1.07 0.066
H 2.52 4.17 -3.74 0.142
H 0.86 2.44 -2.21 0.110
H 1.56 2.15 -3.78 0.137
H 2.43 -0.95 -2.22 0.132
H 1.88 -0.14 -3.66 0.129
H -0.19 -0.69 -2.95 0.124
H -0.08 0.74 -1.95 0.090
H 0.48 -2.14 -1.18 0.120
H 0.89 -0.84 -0.09 0.046
H -1.82 -1.95 -0.88 0.126
H -1.23 -1.46 0.69 0.106
H -3.47 -0.49 -1.88 0.119
H -4.26 2.07 -1.64 0.090
H -2.54 3.22 0.11 0.091
H -0.81 1.31 0.85 0.104
H 3.08 0.12 -0.44 0.103
H 2.23 2.97 0.08 0.122
H 1.19 1.56 0.21 0.099
H 3.80 2.00 1.74 0.083
H 2.28 3.72 2.49 0.086
H 0.90 2.59 2.50 0.072
H 2.16 2.44 3.71 0.058
O -2.57 -3.23 1.84 -0.282
S -2.63 -4.58 2.33 0.563
O -3.03 -5.62 1.43 -0.271
O -3.52 -4.61 3.64 -0.263
C -4.86 -4.05 3.55 -0.242
C -5.83 -4.92 2.78 -0.072
C -1.10 -5.01 3.08 -0.118
H -4.79 -3.04 3.13 0.115
H -5.16 -3.96 4.59 0.122
H -5.55 -4.99 1.73 0.071
H -6.82 -4.48 2.85 0.083
H -5.85 -5.92 3.20 0.086
H -0.81 -4.22 3.77 0.076
H -0.38 -5.10 2.28 0.078
H -1.22 -5.96 3.60 0.077
```

- frontier orbital gap (Eh) = 0.3181

The electronic energy results, record by record, are as follows: -24309.53393 -1458.86875 -4644.75510 -413.63331 -2519.12744 hartree.